[1]
# C42H54B2F4N5O5PSSn

A molecular structure, C42H54B2F4N5O5PSSn (the ωB97M-V functional and the def2-TZVPD basis, the OMol25 dataset).

Spin multiplicity = 1
Charge = +2
HOMO level (spin up / spin down) = -13.3 / -13.4 eV
DFT total energy = -3685.4119 a.u.
Kohn-Sham gap (spin up / spin down) = 6.40 / 5.97 eV

Last column: Löwdin charge in e.
Atoms and positions in Å:
1 Sn -0.0055 1.0311 0.5569  1.383
2 C -3.5082 -0.6902 3.0104  0.028
3 C -2.5992 -0.1451 1.9627  -0.211
4 N -1.3533 0.0625 2.2025  -0.030
5 O -0.8900 -0.3943 3.3846  0.019
6 B -0.1710 0.6209 4.2580  -1.123
7 F -1.1358 1.4813 4.7416  0.177
8 F 0.4994 -0.1014 5.1840  0.213
9 O 0.8532 1.4048 3.4758  0.033
10 N 0.3061 2.1582 2.4859  -0.093
11 C -0.1438 3.3364 2.7041  -0.210
12 C -0.0382 4.0752 3.9841  0.030
13 C -0.8062 3.9477 1.5058  -0.224
14 N -0.9660 3.1316 0.5269  -0.059
15 O -1.4536 3.5998 -0.6453  0.016
16 B -2.6447 2.8606 -1.2119  -1.109
17 F -3.7048 3.0744 -0.3523  0.171
18 F -2.8039 3.3046 -2.4761  0.218
19 O -2.3899 1.3579 -1.3088  0.025
20 N -2.1278 0.8197 -0.0898  -0.103
21 C -3.0606 0.2911 0.6093  -0.200
22 C -4.4547 0.1428 0.1168  0.037
23 C -1.2471 5.3657 1.5063  0.031
24 H -3.3510 -0.1208 3.9290  0.115
25 H -3.2551 -1.7238 3.2554  0.079
26 H -4.5519 -0.6322 2.7215  0.086
27 H 0.5665 3.5170 4.6921  0.101
28 H -1.0289 4.2215 4.4145  0.117
29 H 0.4015 5.0566 3.8054  0.100
30 H -4.8910 1.1283 -0.0401  0.106
31 H -5.0758 -0.4254 0.8027  0.071
32 H -4.4317 -0.3512 -0.8557  0.113
33 H -0.4641 6.0157 1.8942  0.097
34 H -2.1166 5.4725 2.1587  0.117
35 H -1.5274 5.6740 0.5041  0.098
36 O -1.1312 -2.4709 0.0323  -0.374
37 S -1.2514 -4.1238 0.1600  1.283
38 C -2.9888 -4.2418 -0.0422  -0.370
39 C -3.4019 -5.1938 -0.9664  -0.060
40 C -4.7624 -5.3925 -1.1522  -0.036
41 C -5.6726 -4.6339 -0.4343  -0.025
42 C -5.2401 -3.6775 0.4816  -0.036
43 C -3.8902 -3.4755 0.6902  -0.048
44 C -0.9226 -4.3982 1.8736  -0.370
45 C -0.3301 -5.6191 2.1660  -0.060
46 C -0.0642 -5.9209 3.4941  -0.039
47 C -0.3589 -4.9978 4.4858  -0.024
48 C -0.9267 -3.7676 4.1681  -0.020
49 C -1.2237 -3.4589 2.8533  -0.067
50 H -2.6781 -5.7704 -1.5257  0.117
51 H -5.1052 -6.1344 -1.8580  0.123
52 H -6.7312 -4.7849 -0.5867  0.124
53 H -5.9636 -3.1021 1.0399  0.120
54 H -3.5410 -2.7477 1.4070  0.083
55 H -0.0801 -6.3184 1.3791  0.120
56 H 0.3833 -6.8706 3.7481  0.122
57 H -0.1319 -5.2304 5.5161  0.123
58 H -1.1279 -3.0403 4.9414  0.127
59 H -1.6260 -2.4890 2.6042  0.064
60 C 4.4455 1.4729 -2.7588  -0.055
61 C 3.4632 1.3060 -1.5911  -0.672
62 C 4.1155 1.6725 -0.2590  -0.071
63 C 3.0081 -0.1499 -1.5596  -0.101
64 P 1.9500 2.3679 -1.8616  1.238
65 C 1.1780 1.8337 -3.3941  -0.348
66 C 0.1681 0.8748 -3.3514  -0.100
67 C -0.4277 0.4310 -4.5190  -0.049
68 C -0.0149 0.9368 -5.7418  -0.041
69 C 0.9950 1.8871 -5.7965  -0.043
70 C 1.5871 2.3409 -4.6315  -0.082
71 C 2.2264 4.2182 -1.8175  -0.655
72 C 3.5463 4.6470 -2.4651  -0.065
73 C 1.0447 4.8780 -2.5353  -0.061
74 C 2.2391 4.6439 -0.3435  -0.072
75 H 5.2555 0.7558 -2.6139  0.103
76 H 4.8889 2.4623 -2.8016  0.068
77 H 3.9763 1.2510 -3.7165  0.084
78 H 4.9257 0.9710 -0.0570  0.101
79 H 3.4065 1.6105 0.5716  0.073
80 H 4.5468 2.6709 -0.2740  0.073
81 H 3.8837 -0.7804 -1.3952  0.103
82 H 2.5448 -0.4486 -2.5001  0.087
83 H 2.3086 -0.3354 -0.7459  0.014
84 H -0.1842 0.4955 -2.4008  0.060
85 H -1.2286 -0.2918 -4.4717  0.115
86 H -0.4863 0.6006 -6.6539  0.118
87 H 1.3182 2.2831 -6.7484  0.120
88 H 2.3704 3.0828 -4.6952  0.100
89 H 3.6474 4.3173 -3.4963  0.076
90 H 4.4135 4.3138 -1.8987  0.076
91 H 3.5602 5.7386 -2.4708  0.106
92 H 1.0904 4.7398 -3.6125  0.081
93 H 1.0927 5.9490 -2.3363  0.103
94 H 0.0820 4.5118 -2.1815  0.074
95 H 3.0996 4.2528 0.1955  0.076
96 H 1.3340 4.3276 0.1684  0.053
97 H 2.2870 5.7322 -0.3002  0.104
98 C 2.1810 -1.5313 2.2396  -0.008
99 C 2.2650 -2.4465 1.0638  -0.190
100 C 3.3719 -3.2481 0.8607  -0.015
101 C 3.4560 -4.0930 -0.2393  -0.018
102 C 2.4564 -4.0927 -1.2052  -0.021
103 C 1.3217 -3.3168 -1.0609  -0.230
104 C 0.3741 -3.1884 -2.2272  -0.047
105 C 1.1857 -2.5558 0.1355  -0.263
106 N 0.0562 -1.8889 0.5069  0.049
107 H 3.0913 -1.5786 2.8309  0.102
108 H 1.3362 -1.7606 2.8863  0.083
109 H 2.0535 -0.4910 1.9240  0.045
110 H 4.1792 -3.2173 1.5786  0.125
111 H 4.3219 -4.7265 -0.3647  0.122
112 H 2.5826 -4.6742 -2.1080  0.130
113 H 0.9292 -2.8047 -3.0851  0.097
114 H -0.4507 -2.5056 -2.0402  0.068
115 H -0.0307 -4.1577 -2.5235  0.087

Forces on the atoms, in the same order (eV/Å):
-0.36 0.49 0.30
0.00 0.03 0.15
0.29 0.08 0.07
-0.16 -0.02 0.04
-0.01 -0.10 -0.26
0.04 0.06 -0.11
-0.18 0.21 0.06
0.10 -0.13 0.17
0.08 0.03 0.03
-0.12 0.01 -0.02
0.14 -0.19 -0.09
0.05 -0.06 0.06
-0.03 -0.21 -0.25
0.01 0.12 0.07
0.28 0.07 0.06
0.03 -0.03 0.06
-0.17 -0.06 0.16
-0.03 0.06 -0.21
-0.05 -0.07 0.06
-0.09 -0.17 0.03
0.24 0.07 -0.19
-0.02 0.02 -0.02
-0.01 0.00 -0.09
-0.02 0.00 -0.03
-0.14 0.09 0.06
-0.01 0.00 0.02
-0.01 0.01 0.00
-0.04 0.01 0.00
0.00 0.02 0.02
-0.02 0.04 0.02
0.02 0.01 -0.06
-0.01 0.01 -0.02
0.02 0.01 0.00
0.00 0.01 0.03
-0.02 0.00 0.00
-0.33 0.09 0.07
-0.09 -0.11 0.37
0.08 0.03 -0.08
-0.05 0.04 0.00
0.01 0.02 0.00
0.04 -0.01 -0.02
0.06 0.01 0.00
-0.03 -0.06 0.00
-0.01 0.09 -0.12
0.03 0.00 0.03
-0.01 -0.01 -0.03
0.00 0.00 -0.02
-0.02 0.02 -0.04
0.05 -0.05 -0.02
0.04 -0.03 -0.03
-0.02 -0.02 -0.03
-0.06 -0.02 0.01
-0.05 0.04 0.03
-0.01 -0.03 -0.01
0.01 -0.04 -0.03
0.02 -0.02 0.01
0.00 -0.01 0.05
0.02 0.05 0.04
0.17 -0.14 -0.06
0.02 0.04 -0.02
-0.11 0.12 0.07
-0.02 0.01 0.02
-0.06 -0.07 0.00
0.24 -0.07 -0.23
-0.03 0.02 0.04
-0.05 -0.01 0.11
0.02 0.01 -0.04
-0.01 0.00 0.03
0.03 0.01 0.00
0.04 0.02 0.02
-0.05 -0.15 0.08
0.00 0.03 0.00
-0.04 -0.02 0.01
0.00 -0.01 -0.01
0.02 -0.03 0.01
0.01 0.01 -0.01
-0.01 -0.02 -0.03
0.03 -0.03 0.00
0.01 0.00 0.01
0.03 0.05 0.01
0.03 -0.02 0.00
-0.02 -0.03 -0.02
-0.02 -0.01 0.01
-0.02 0.00 -0.01
-0.05 -0.04 0.01
-0.02 -0.02 -0.04
0.01 0.01 -0.03
0.02 0.02 0.00
0.00 -0.01 -0.04
0.02 0.00 0.01
0.00 0.03 0.01
0.00 -0.01 -0.03
0.01 0.05 0.00
-0.04 -0.02 0.03
0.03 -0.03 0.03
-0.09 0.00 0.04
0.02 0.05 -0.01
-0.03 0.03 0.09
0.10 -0.08 -0.06
-0.04 0.10 0.03
-0.03 0.01 -0.02
-0.02 0.07 0.01
0.01 -0.05 -0.04
0.03 0.09 -0.16
-0.11 -0.10 -0.05
0.30 -0.08 0.09
0.04 -0.01 0.02
-0.08 -0.01 0.04
0.00 0.03 0.00
0.04 0.00 0.05
0.06 -0.02 -0.02
0.00 -0.05 -0.06
0.01 -0.03 -0.02
0.10 -0.04 -0.13
0.00 -0.01 0.00

=====

[2]
# C33H71O9P

A molecular structure, C33H71O9P (the ωB97M-V functional and the def2-TZVPD basis, the OMol25 dataset).

Spin multiplicity = 1
HOMO level = -8.4 eV
DFT total energy = -2318.1620 a.u.
Kohn-Sham gap = 8.56 eV

Last column: Löwdin charge in e.
Atoms and positions in Å:
1 C -1.6454 -5.2599 2.8226  0.121
2 C -2.1875 -4.2367 2.5003  -0.153
3 C -2.6218 -2.9334 2.0148  -0.154
4 C -1.5890 -2.3003 1.0620  -0.290
5 O -2.0265 -1.0722 0.5426  -0.080
6 C -3.1081 -1.0155 -0.3734  -0.324
7 C -2.5937 -0.9173 -1.8175  -0.127
8 C -1.5348 0.1969 -1.9755  -0.188
9 C -1.8615 1.1162 -3.1561  -0.238
10 C -0.6985 2.1098 -3.4385  -0.078
11 C -3.9063 0.2607 -0.0447  -0.129
12 C -4.5578 0.2631 1.3395  -0.183
13 C -3.6290 0.5984 2.5129  -0.196
14 C -2.8149 1.9001 2.3314  -0.193
15 C -1.3081 1.7018 2.0875  -0.238
16 C -0.3927 2.3329 3.1702  -0.093
17 C -0.9125 -3.2992 0.0649  -0.380
18 O -0.2621 -2.5430 -0.9551  -0.163
19 C 1.1211 -2.7309 -1.0743  -0.179
20 C 1.9617 -1.9177 -0.1000  -0.135
21 O 2.0622 -0.5563 -0.5139  0.049
22 C 2.8089 -0.2979 -1.6144  -0.399
23 C 4.0301 -1.1351 -1.9070  0.051
24 O 2.5095 0.6286 -2.3166  0.101
25 P -1.8659 -4.7552 -0.6947  0.918
26 C -3.6551 -4.4184 -0.6800  -0.262
27 O -1.6083 -4.5270 -2.3188  -0.319
28 H -1.3040 -6.2127 3.1530  0.032
29 H -3.6306 -2.9687 1.6065  0.100
30 H -2.6763 -2.2760 2.8881  0.119
31 H -0.7764 -1.9922 1.7302  0.146
32 H -3.8226 -1.8383 -0.2634  0.114
33 H -2.2238 -1.8730 -2.1904  0.098
34 H -3.4665 -0.6615 -2.4267  0.102
35 H -1.4340 0.7634 -1.0516  0.101
36 H -0.5913 -0.2847 -2.2319  0.099
37 H -2.0401 0.4838 -4.0240  0.081
38 H -2.7643 1.6947 -2.9462  0.105
39 H -0.2671 1.8765 -4.4080  0.052
40 H 0.0624 1.9802 -2.6702  0.061
41 H -1.0699 3.1314 -3.4385  0.068
42 H -3.2399 1.1195 -0.1419  0.104
43 H -4.6786 0.3637 -0.8098  0.123
44 H -5.0699 -0.6880 1.5238  0.107
45 H -5.3530 1.0173 1.3400  0.111
46 H -4.2195 0.6586 3.4302  0.105
47 H -2.9270 -0.2226 2.6635  0.073
48 H -3.2329 2.4750 1.5012  0.103
49 H -2.9782 2.5181 3.2164  0.097
50 H -1.0353 2.0983 1.1087  0.097
51 H -1.0739 0.6387 2.0578  0.081
52 H -0.9397 3.0861 3.7331  0.061
53 H -0.0371 1.5483 3.8392  0.063
54 H 0.4970 2.7638 2.7127  0.057
55 H -0.1312 -3.7992 0.6427  0.098
56 H 1.3827 -2.4113 -2.0891  0.129
57 H 1.4128 -3.7876 -0.9945  0.137
58 H 1.4830 -1.9016 0.8797  0.131
59 H 2.9351 -2.3897 0.0556  0.123
60 H 3.7875 -2.1985 -1.9343  0.105
61 H 4.8099 -0.9960 -1.1578  0.124
62 H 4.4068 -0.8494 -2.8835  -0.002
63 H -3.9767 -3.5002 -1.1692  0.032
64 H -4.0826 -5.2425 -1.2574  0.042
65 H -4.0694 -4.5124 0.3213  0.033
66 H -0.7788 -4.9468 -2.5677  0.041
67 C 5.6876 1.3643 3.0713  -0.059
68 C 4.3926 1.4283 3.8670  -0.501
69 C 3.8650 0.0383 4.1902  -0.057
70 O 3.4089 2.1732 3.1565  -0.056
71 H 5.5209 0.8555 2.1170  0.074
72 H 6.0494 2.3682 2.8487  0.081
73 H 6.4646 0.8260 3.6162  0.080
74 H 4.5635 1.9763 4.7953  0.128
75 H 3.6453 -0.5068 3.2665  0.072
76 H 2.9379 0.1057 4.7600  0.077
77 H 4.5885 -0.5392 4.7677  0.080
78 H 3.2226 1.7155 2.3286  0.082
79 C 4.6022 5.1077 8.1097  -0.064
80 C 3.9803 3.7238 8.0015  -0.506
81 C 2.7044 3.7470 7.1746  -0.064
82 O 3.7237 3.1935 9.3015  -0.055
83 H 3.9130 5.7955 8.6074  0.080
84 H 5.5165 5.0709 8.7026  0.078
85 H 4.8404 5.5137 7.1255  0.079
86 H 4.6974 3.0396 7.5443  0.130
87 H 1.9555 4.3910 7.6440  0.081
88 H 2.2749 2.7471 7.1046  0.078
89 H 2.8923 4.1150 6.1647  0.079
90 H 3.0909 3.7761 9.7354  0.085
91 C -4.6893 -1.2313 -5.6744  -0.060
92 C -4.5327 -0.0459 -6.6158  -0.499
93 C -4.4257 -0.4931 -8.0658  -0.064
94 O -3.3937 0.7284 -6.2479  -0.059
95 H -3.8163 -1.8874 -5.7393  0.083
96 H -4.7670 -0.8897 -4.6416  0.067
97 H -5.5780 -1.8164 -5.9166  0.079
98 H -5.3880 0.6220 -6.5039  0.137
99 H -3.5459 -1.1281 -8.2031  0.080
100 H -4.3159 0.3689 -8.7241  0.078
101 H -5.3074 -1.0572 -8.3738  0.078
102 H -2.6154 0.1671 -6.3357  0.081
103 C 1.9599 -0.2016 -4.5929  -0.035
104 C 3.0445 0.8660 -4.6443  -0.427
105 C 4.4114 0.2838 -4.3141  -0.036
106 O 2.7340 1.9330 -3.7547  -0.073
107 H 1.8905 -0.6233 -3.5848  0.056
108 H 0.9894 0.2286 -4.8313  0.068
109 H 2.1637 -1.0147 -5.2925  0.084
110 H 3.0702 1.3099 -5.6409  0.137
111 H 4.4118 -0.1264 -3.2990  -0.023
112 H 5.1768 1.0590 -4.3560  0.100
113 H 4.6842 -0.5142 -5.0070  0.100
114 H 2.7002 1.5794 -2.8564  -0.147

Forces on the atoms, in the same order (eV/Å):
-0.49 0.00 0.11
0.47 -0.26 -0.21
-0.06 0.28 0.49
0.34 -0.01 0.20
0.03 -0.61 0.17
-0.47 0.87 -0.59
-0.24 0.21 0.30
-0.45 -0.52 -0.85
0.57 0.46 0.46
-0.74 -0.73 0.07
0.17 -0.43 0.24
-0.10 0.36 0.09
0.23 -0.10 -0.04
-0.24 -0.17 0.02
0.32 0.18 0.37
-0.19 -0.45 -0.57
-0.17 0.81 -0.20
-0.05 0.00 0.15
0.23 -0.04 -0.26
-0.20 -0.45 0.60
0.31 0.04 -0.64
0.45 -0.58 1.45
-0.80 -1.86 1.93
-1.31 -6.46 8.05
0.29 -0.83 0.09
-0.19 -0.11 -0.42
-0.07 0.26 0.06
0.11 0.06 -0.06
0.09 -0.04 -0.15
-0.13 0.03 -0.12
0.10 0.03 -0.12
0.35 -0.13 0.17
0.07 0.00 0.10
-0.03 -0.06 -0.07
0.28 -0.01 -0.02
0.25 0.10 0.41
-0.22 0.11 -0.08
-0.20 -0.25 -0.10
0.23 0.32 0.03
0.16 0.25 -0.14
0.20 0.11 -0.04
-0.06 0.04 -0.04
-0.01 0.01 -0.01
0.07 -0.07 -0.03
0.01 -0.01 -0.07
-0.11 0.01 -0.07
-0.02 0.07 0.03
-0.09 0.02 0.05
0.16 0.05 0.02
-0.02 0.01 -0.04
-0.13 -0.05 -0.22
0.21 0.13 0.09
-0.09 0.17 0.26
-0.01 0.18 0.13
-0.16 -0.17 0.17
-0.08 -0.08 -0.02
-0.15 -0.03 0.11
-0.07 0.15 -0.05
0.07 0.20 -0.17
-0.01 -0.01 0.11
-0.11 0.11 0.18
-0.09 -4.44 2.98
0.10 0.03 0.09
0.07 -0.03 0.00
0.07 0.09 0.02
-0.11 -0.04 -0.08
0.05 0.13 0.01
0.03 -0.31 -0.28
-0.09 0.02 0.11
-0.03 0.17 0.11
-0.01 -0.06 0.03
0.00 0.00 0.03
-0.01 -0.01 -0.01
-0.07 0.07 -0.01
0.07 0.00 -0.02
0.02 0.02 0.02
0.00 -0.01 -0.02
-0.01 0.01 0.01
0.13 -0.03 0.05
-0.23 0.30 0.04
-0.02 -0.16 -0.04
0.11 -0.13 -0.05
-0.05 0.00 -0.06
0.00 -0.02 -0.02
-0.02 0.01 0.00
0.01 -0.06 0.07
0.05 0.08 -0.01
0.04 -0.01 -0.02
-0.02 0.01 0.00
0.00 -0.01 0.00
-0.04 0.06 0.11
0.19 -0.31 -0.05
-0.01 0.12 -0.06
-0.14 0.12 -0.04
-0.02 -0.02 -0.06
-0.02 0.02 -0.01
0.01 -0.01 -0.01
0.04 0.08 0.03
-0.03 -0.05 0.04
-0.03 0.01 0.02
0.01 -0.02 0.00
0.01 0.02 0.00
-0.21 -0.69 -0.42
-0.21 0.78 0.74
0.42 0.93 -1.11
0.95 4.37 -5.71
-0.35 -0.28 -1.12
-0.01 0.00 -0.04
0.00 0.00 -0.15
-0.04 -0.08 -0.07
0.37 5.26 -4.21
0.01 0.08 -0.12
0.07 -0.13 -0.05
0.71 3.07 -2.02

=====

What is the formula in the first record?
C42H54B2F4N5O5PSSn

=====

Which formula does entry 2 have?
C33H71O9P

=====

Which value of DFT total energy does entry 1 give?
-3685.4119 a.u.